33
Properties=species:S:1:pos:R:3:forces:R:3:lowdin_charge:R:1 method="wB97M-V/def2-TZVPD" smiles=C#CCc1cnc2ccccc2n1.CCCC#N relative_energy_ev=10.837 energy_ev=-20258.767 max_force_ha_per_bohr=0.1384 homo_lumo_gap_ev=7.7
C -3.3218 0.8345 0.1663 3.66 -5.60 -2.44 0.03
C -2.8509 -0.3416 -0.2282 -1.58 5.58 1.76 -0.10
C -2.1222 -1.6960 -0.7792 -0.27 1.74 0.39 -0.14
C -0.6999 -1.2062 -1.4131 1.17 0.48 -1.38 -0.18
C 0.5704 -1.2646 -0.4871 1.02 0.92 -2.09 -0.04
N 1.8900 -0.8308 -0.8797 -5.29 -0.24 -2.65 0.06
C 1.8847 -0.3490 -2.2521 0.61 0.54 -1.19 -0.18
C 3.2672 0.1868 -2.8462 -0.96 0.73 -3.12 -0.02
C 3.4457 0.7041 -4.3250 -3.54 -1.63 2.03 -0.07
C 2.1625 0.7006 -5.2802 -1.55 -1.57 3.98 -0.07
C 0.7988 0.2061 -4.6789 3.08 0.50 0.40 -0.02
C 0.6219 -0.3322 -3.1807 1.07 0.73 -1.04 -0.17
N -0.7117 -0.7533 -2.7828 4.01 -0.61 4.38 0.10
H -3.3477 1.9792 0.3545 -0.27 -2.83 -0.36 0.05
H -2.8211 -2.1413 -1.5774 1.33 0.68 1.18 0.11
H -1.9707 -2.4445 0.1017 -0.20 1.51 -1.65 0.11
H 0.4456 -1.6818 0.5915 0.33 0.88 -2.35 0.05
H 4.2233 0.2121 -2.1832 -2.13 -0.20 -1.13 0.10
H 4.4598 1.0609 -4.7623 -1.96 -0.74 1.14 0.09
H 2.2054 1.0452 -6.3870 -0.05 -0.66 2.27 0.09
H -0.1363 0.2324 -5.3646 1.77 -0.14 1.47 0.09
C 0.3546 1.3724 4.4482 0.08 0.04 -0.05 -0.11
C -1.0886 1.1651 4.0062 0.25 0.37 0.02 -0.27
C -1.5335 -0.2967 4.0694 -0.32 0.23 -0.02 -0.18
C -0.8046 -1.1421 3.1190 0.14 -0.34 -0.13 -0.18
N -0.2283 -1.8073 2.3753 -0.46 0.29 0.82 0.16
H 1.0547 0.8553 3.7862 -0.05 0.01 0.07 0.08
H 0.6044 2.4366 4.4292 0.01 -0.12 0.02 0.07
H 0.5095 1.0061 5.4670 0.02 0.02 -0.07 0.08
H -1.2142 1.5547 2.9903 -0.09 -0.14 0.09 0.11
H -1.7404 1.7567 4.6575 -0.05 -0.17 -0.10 0.11
H -2.6031 -0.3503 3.8420 0.15 -0.18 -0.09 0.12
H -1.4059 -0.6831 5.0853 0.11 -0.09 -0.16 0.12

38
Properties=species:S:1:pos:R:3:forces:R:3:lowdin_charge:R:1 method="wB97M-V/def2-TZVPD" smiles="CCOc1ccc(C(=O)Nc2nnc(C3=COCCO3)o2)cc1" relative_energy_ev=0.794 energy_ev=-30504.469 max_force_ha_per_bohr=0.0347 homo_lumo_gap_ev=8.5
C -7.8879 -1.1493 0.1268 0.42 0.18 0.00 -0.06
C -6.7125 -0.2052 0.3223 -0.39 0.11 0.13 -0.26
O -5.5576 -0.8470 -0.1897 0.10 -0.16 -0.10 -0.04
C -4.3689 -0.2086 -0.1436 0.36 0.05 -0.06 -0.26
C -3.2846 -0.9019 -0.6931 -0.26 -0.06 0.06 0.01
C -2.0223 -0.3543 -0.6912 -0.03 0.19 0.11 -0.03
C -1.8020 0.9108 -0.1429 -0.47 0.05 0.03 -0.15
C -0.4847 1.5908 -0.1142 0.13 -0.04 0.01 -0.41
O -0.3485 2.7845 -0.0513 -0.04 0.06 0.04 0.12
N 0.5954 0.7135 -0.1428 -0.10 -0.60 -0.01 0.18
C 1.9083 1.0742 -0.1446 0.77 0.72 -0.06 -0.36
N 2.4592 2.2394 -0.2459 -1.69 0.06 -0.01 0.11
N 3.7903 2.0415 -0.2091 1.54 -0.91 0.06 0.10
C 3.9930 0.7649 -0.0862 -0.44 1.00 -0.12 -0.27
C 5.2599 0.0907 -0.0121 0.90 -0.43 0.15 -0.19
C 6.4195 0.7720 0.0113 -0.43 -0.23 -0.06 -0.05
O 7.6416 0.1875 0.0189 0.02 0.21 0.08 -0.05
C 7.5918 -1.2004 -0.2424 -0.29 -0.52 0.01 -0.15
C 6.4165 -1.8355 0.5071 0.61 0.01 0.05 -0.15
O 5.2001 -1.2861 0.0577 -0.38 0.39 -0.18 -0.03
O 2.8213 0.0737 -0.0384 -0.14 -0.06 0.03 0.17
C -2.8892 1.6075 0.3792 0.36 -0.10 -0.10 0.00
C -4.1566 1.0611 0.3915 -0.33 -0.14 0.00 0.00
H -7.7093 -2.0803 0.6577 -0.03 -0.09 0.06 0.08
H -8.0136 -1.3716 -0.9292 -0.06 -0.02 -0.09 0.08
H -8.7965 -0.6906 0.5057 -0.10 0.03 0.03 0.08
H -6.5763 0.0168 1.3894 0.04 0.03 -0.14 0.13
H -6.8871 0.7365 -0.2152 0.08 -0.07 0.09 0.13
H -3.4686 -1.8742 -1.1224 -0.01 -0.11 -0.06 0.12
H -1.2195 -0.9079 -1.1566 0.07 -0.06 -0.05 0.11
H 0.4290 -0.2803 -0.0753 -0.07 0.20 0.03 0.14
H 6.4412 1.8474 0.0147 -0.02 0.11 0.01 0.14
H 8.5454 -1.6180 0.0831 -0.09 0.00 -0.04 0.13
H 7.4608 -1.3671 -1.3191 0.05 0.04 0.09 0.14
H 6.3612 -2.9087 0.3218 0.07 0.08 0.04 0.13
H 6.5382 -1.6484 1.5826 -0.06 -0.04 -0.09 0.14
H -2.7168 2.5936 0.7827 0.01 0.09 0.02 0.12
H -4.9701 1.6293 0.8131 -0.09 0.02 0.03 0.11

Copy entry 1 word for word.
33
Properties=species:S:1:pos:R:3:forces:R:3:lowdin_charge:R:1 method="wB97M-V/def2-TZVPD" smiles=C#CCc1cnc2ccccc2n1.CCCC#N relative_energy_ev=10.837 energy_ev=-20258.767 max_force_ha_per_bohr=0.1384 homo_lumo_gap_ev=7.7
C -3.3218 0.8345 0.1663 3.66 -5.60 -2.44 0.03
C -2.8509 -0.3416 -0.2282 -1.58 5.58 1.76 -0.10
C -2.1222 -1.6960 -0.7792 -0.27 1.74 0.39 -0.14
C -0.6999 -1.2062 -1.4131 1.17 0.48 -1.38 -0.18
C 0.5704 -1.2646 -0.4871 1.02 0.92 -2.09 -0.04
N 1.8900 -0.8308 -0.8797 -5.29 -0.24 -2.65 0.06
C 1.8847 -0.3490 -2.2521 0.61 0.54 -1.19 -0.18
C 3.2672 0.1868 -2.8462 -0.96 0.73 -3.12 -0.02
C 3.4457 0.7041 -4.3250 -3.54 -1.63 2.03 -0.07
C 2.1625 0.7006 -5.2802 -1.55 -1.57 3.98 -0.07
C 0.7988 0.2061 -4.6789 3.08 0.50 0.40 -0.02
C 0.6219 -0.3322 -3.1807 1.07 0.73 -1.04 -0.17
N -0.7117 -0.7533 -2.7828 4.01 -0.61 4.38 0.10
H -3.3477 1.9792 0.3545 -0.27 -2.83 -0.36 0.05
H -2.8211 -2.1413 -1.5774 1.33 0.68 1.18 0.11
H -1.9707 -2.4445 0.1017 -0.20 1.51 -1.65 0.11
H 0.4456 -1.6818 0.5915 0.33 0.88 -2.35 0.05
H 4.2233 0.2121 -2.1832 -2.13 -0.20 -1.13 0.10
H 4.4598 1.0609 -4.7623 -1.96 -0.74 1.14 0.09
H 2.2054 1.0452 -6.3870 -0.05 -0.66 2.27 0.09
H -0.1363 0.2324 -5.3646 1.77 -0.14 1.47 0.09
C 0.3546 1.3724 4.4482 0.08 0.04 -0.05 -0.11
C -1.0886 1.1651 4.0062 0.25 0.37 0.02 -0.27
C -1.5335 -0.2967 4.0694 -0.32 0.23 -0.02 -0.18
C -0.8046 -1.1421 3.1190 0.14 -0.34 -0.13 -0.18
N -0.2283 -1.8073 2.3753 -0.46 0.29 0.82 0.16
H 1.0547 0.8553 3.7862 -0.05 0.01 0.07 0.08
H 0.6044 2.4366 4.4292 0.01 -0.12 0.02 0.07
H 0.5095 1.0061 5.4670 0.02 0.02 -0.07 0.08
H -1.2142 1.5547 2.9903 -0.09 -0.14 0.09 0.11
H -1.7404 1.7567 4.6575 -0.05 -0.17 -0.10 0.11
H -2.6031 -0.3503 3.8420 0.15 -0.18 -0.09 0.12
H -1.4059 -0.6831 5.0853 0.11 -0.09 -0.16 0.12